[1]
Entry from the Open Molecules 2025 dataset: a cluster of 28 separate species, C11H66BF3N3O31P in total in a non-equilibrium geometry (wB97M-V/def2-TZVPD).

* total charge: 0
* frontier orbital gap: 5.681 eV
* HOMO energy: -7.49 eV
* DFT total energy: -98527.20964 eV

```
116
C11H66BF3N3O31P wB97M-V/def2-TZVPD
N 1.8145 -1.7406 7.0174
P 1.1412 -0.3200 6.5163
C 1.3946 -0.2558 4.6217
C 1.7323 -1.5805 3.6619
C 1.9888 -1.4740 2.0225
B 2.3644 -2.8203 1.1398
O 1.4725 -3.9677 0.8804
O 3.7454 -2.8930 0.5964
C 1.8743 0.0568 1.3615
C 2.1328 0.3338 -0.2673
C 3.6690 0.9364 -0.3640
C 4.4692 0.4649 -1.7159
F 3.6819 0.6667 -2.9642
F 4.9031 -0.9738 -1.6627
F 5.7334 1.2892 -1.7558
C 1.5430 1.4039 2.2583
C 1.3139 1.1981 3.8686
C 1.0528 2.7215 4.4149
O 1.0536 3.2602 5.6368
N 0.8295 3.5672 3.1455
N -0.5475 3.6978 3.0576
C 1.4229 2.9869 1.8456
O 1.7642 3.6578 0.7427
H 1.0778 -2.3001 7.5006
H -0.2531 -0.2151 6.9163
H 1.8591 0.8186 7.0951
H 1.7752 -2.6136 4.2520
H 0.5558 -3.6816 0.5936
H 3.7543 -3.1825 -0.3629
H 1.9445 -0.6136 -0.9282
H 1.3396 1.1775 -0.5576
H 4.2470 0.4779 0.5740
H 3.7382 2.0988 -0.2423
H -0.7667 3.9857 2.0721
H -0.8908 4.4634 3.6812
O 1.0025 -5.3611 3.2660
H 1.7048 -4.8604 2.8243
H 1.3468 -6.2663 3.3005
O 1.5020 -4.2116 6.4512
H 1.4928 -4.9817 7.0393
H 1.7121 -4.5839 5.5815
O -1.8289 3.1880 0.3980
H -2.6997 2.9096 0.0767
H -1.2450 2.4528 0.1585
O 0.4175 -4.3397 -1.6104
H 1.1198 -3.8389 -2.0521
H 0.7618 -5.2448 -1.5758
O -0.5214 0.2924 -1.2312
H -0.6474 -0.6420 -1.4547
H -1.1574 0.7561 -1.7965
O -3.5714 5.5373 -0.3121
H -2.9004 5.0693 0.2073
H -3.3048 6.4672 -0.2552
O -0.5540 3.7139 8.4518
H -0.3073 3.7099 7.5147
H -1.4216 4.1453 8.4636
O 1.7163 -4.3880 -4.2866
H 0.9365 -3.9002 -4.5915
H 2.4203 -4.1041 -4.8890
O -2.5534 -5.8338 -0.9617
H -1.8512 -5.3331 -1.4034
H -2.2092 -6.7390 -0.9271
O -2.6916 1.8604 -3.0818
H -2.4450 1.8564 -4.0189
H -3.5592 2.2918 -3.0700
O 2.7238 -1.8479 -4.4976
H 2.7013 -1.0219 -5.0037
H 3.1497 -1.5997 -3.6633
O 2.4522 3.2129 -4.3852
H 3.1232 2.7449 -3.8659
H 2.7188 4.1428 -4.3284
O 3.0994 6.3012 -3.2996
H 3.7900 6.2581 -2.6212
H 2.4826 6.9688 -2.9637
O 2.8026 -6.1683 -1.3963
H 3.5048 -5.6675 -1.8380
H 3.1468 -7.0734 -1.3617
O -1.2747 -4.5185 -4.6591
H -2.0960 -4.0806 -4.3895
H -0.8172 -4.6932 -3.8229
O -2.8294 1.4500 2.5181
H -2.1930 2.0831 2.8833
H -3.6549 1.9543 2.4615
O -1.9135 -2.7556 -2.5771
H -1.7137 -3.4034 -1.8846
H -2.8624 -2.8693 -2.7371
O -3.1448 -2.2452 -5.3891
H -3.9246 -1.7574 -5.6940
H -2.4409 -1.9612 -5.9914
O -5.5595 -4.1690 -5.7117
H -4.9231 -3.5360 -5.3465
H -6.3850 -3.6647 -5.7682
O -2.5696 -1.8963 0.0204
H -3.2267 -1.6814 0.6994
H -2.3437 -1.0373 -0.3669
O 2.3987 2.3828 8.0773
H 3.0351 3.0158 8.4424
H 1.5732 2.8871 8.0207
O -2.3856 -0.5008 -7.3597
H -3.1654 -0.0129 -7.6645
H -1.6817 -0.2168 -7.9620
O 1.6712 0.4374 -5.7994
H 2.3075 1.0704 -5.4342
H 0.8456 0.9416 -5.8559
O -5.4027 3.3761 -1.0284
H -4.7663 4.0091 -0.6632
H -6.2282 3.8804 -1.0850
O 1.1913 0.1900 10.2696
H 1.1687 1.0160 9.7635
H 1.6171 0.4382 11.1039
O -6.8759 5.7761 -1.7191
H -6.1274 6.1042 -2.2397
H -7.5359 6.4823 -1.7873
O -1.3649 3.6289 -4.5146
H -0.5252 3.9691 -4.8585
H -1.1665 3.4042 -3.5931
```


[2]
Entry from the Open Molecules 2025 dataset: a structure of composition C11H6ClF6NO8PdS3 in a non-equilibrium geometry (wB97M-V/def2-TZVPD).

* total charge: -2
* frontier orbital gap (spin up / spin down): 7.205 / 6.594 eV
* HOMO energy (spin up / spin down): -2.28 / -2.26 eV
* multiplicity: 3
* DFT total energy: -94187.37639 eV
* relative energy (zero: lowest compared OMol25 entry of this formula, charge and spin): 44.20 kcal/mol

```
37
C11H6ClF6NO8PdS3 wB97M-V/def2-TZVPD
Pd 0.0416 -0.1021 0.3995
O 4.1591 0.4763 0.3092
C 3.1862 -0.2288 0.0448
O 2.1189 0.1639 -0.5196
C 3.2956 -1.7406 0.2263
C 4.4249 -2.3432 -0.3121
C 4.5531 -3.7186 -0.3917
C 3.5280 -4.5162 0.0936
C 2.4247 -3.9360 0.6853
C 2.2779 -2.5465 0.7629
S 0.9019 -1.9609 1.6823
H 5.2113 -1.6989 -0.6828
H 5.4302 -4.1642 -0.8435
H 3.6009 -5.5942 0.0197
H 1.6434 -4.5513 1.1049
F -4.5990 0.5839 0.4253
C -4.2404 1.6453 -0.3170
F -4.9156 1.5296 -1.4822
F -4.7856 2.7244 0.2997
S -2.3090 1.7512 -0.5708
O -1.9262 1.4888 0.7867
O -2.2998 3.0731 -1.1172
N -2.3124 0.5187 -1.5744
S -1.8621 -0.8607 -1.0229
O -0.6808 -1.4551 -1.5919
O -2.1444 -1.1644 0.3561
C -3.1944 -1.8988 -1.9217
F -3.0581 -3.2201 -1.6951
F -3.1502 -1.7485 -3.2537
F -4.4434 -1.5958 -1.5436
Cl 0.9182 4.5418 -1.6978
C 1.6735 3.3448 -0.6663
C 0.6557 2.3024 -0.1975
O 0.7154 1.9931 1.0029
O -0.1411 1.8375 -1.0556
H 2.1162 3.8438 0.1955
H 2.4358 2.8204 -1.2444
```


Which formula does entry 2 have?
C11H6ClF6NO8PdS3


Which formula does entry 2 have?
C11H6ClF6NO8PdS3


Look up the DFT total energy of the first one.
-98527.20964 eV